ORCA calculation (ωB97M-V/def2-TZVPD) on an isolated molecule of H2O.

Values from the calculation:
ΔE to the lowest compared entry with this formula, charge and spin = 0.0 kcal/mol
Max |F| = 0.00746 Eh/bohr
Structure (SMILES) = O
Total energy = -76.4335 hartree
E_LUMO = 1.08 eV
Frontier orbital gap = 12.715 eV

Structure (XYZ):
```
3
Properties=species:S:1:pos:R:3:mulliken_charge:R:1
O 0.031 -0.137 -0.373 -0.641
H -0.473 0.621 -0.057 0.320
H 0.443 -0.484 0.430 0.321
```